(1)
{
  "formula": "C21H29Br27N3O5PS3",
  "method": "the ωB97M-V functional and the def2-TZVPD basis",
  "e_tot_ev": -1969880.6524,
  "e_lumo_ev": -0.745,
  "charge": 0,
  "largest_force_ev_per_a": 11.6,
  "elements": ["N", "C", "C", "C", "C", "C", "C", "S", "O", "O", "O", "C", "O", "N", "O", "C", "C", "N", "C", "C", "C", "S", "P", "S", "H", "H", "H", "H", "H", "H", "H", "H", "H", "H", "H", "H", "H", "H", "H", "H", "H", "H", "H", "H", "C", "Br", "Br", "Br", "H", "C", "Br", "Br", "Br", "H", "C", "Br", "Br", "Br", "H", "C", "Br", "Br", "Br", "H", "C", "Br", "Br", "Br", "H", "C", "Br", "Br", "Br", "H", "C", "Br", "Br", "Br", "H", "C", "Br", "Br", "Br", "H", "C", "Br", "Br", "Br", "H"],
  "xyz": [[4.551, -1.038, -2.926], [4.379, -1.288, -1.668], [3.987, -2.022, -0.215], [3.146, -3.415, -0.400], [2.146, -3.466, -1.697], [1.551, -5.017, -1.899], [0.911, -5.651, -0.529], [1.909, -7.139, 0.070], [3.005, -6.627, 1.036], [2.594, -7.944, -1.061], [0.788, -8.195, 0.824], [5.469, -2.445, 0.435], [5.375, -3.491, 1.466], [6.616, -3.787, 1.933], [6.535, -4.566, 2.898], [3.241, -0.863, 0.671], [3.835, 0.592, 0.097], [4.294, 1.727, -0.313], [1.616, -0.777, 0.490], [0.749, -1.797, 1.434], [-0.298, -0.967, 2.439], [-0.828, -2.178, 3.782], [3.633, -0.882, 2.539], [5.234, 0.224, 2.899], [3.954, -4.277, -0.575], [2.590, -3.732, 0.604], [2.684, -3.227, -2.734], [1.201, -2.780, -1.629], [0.663, -4.901, -2.679], [2.358, -5.719, -2.421], [0.749, -4.867, 0.326], [-0.172, -6.080, -0.792], [1.225, -8.418, 1.717], [6.105, -1.504, 0.751], [6.062, -2.933, -0.477], [1.319, -0.830, -0.664], [1.305, 0.327, 0.823], [1.372, -2.600, 2.013], [0.031, -2.403, 0.698], [0.198, -0.009, 2.909], [-1.256, -0.618, 1.819], [0.286, -2.796, 4.379], [2.543, -0.210, 3.251], [3.806, -2.188, 3.120], [-4.709, -3.032, 3.537], [-6.589, -3.452, 3.812], [-3.711, -4.571, 2.889], [-4.475, -1.481, 2.387], [-4.294, -2.770, 4.516], [8.620, 1.073, 5.779], [7.467, 0.785, 7.319], [8.878, -0.559, 4.752], [7.988, 2.537, 4.664], [9.602, 1.366, 6.165], [-4.460, 2.892, 2.368], [-5.374, 1.821, 1.025], [-2.766, 2.096, 2.898], [-4.245, 4.739, 1.797], [-5.100, 2.905, 3.257], [-0.860, 3.634, -0.571], [-1.774, 2.563, -1.914], [0.834, 2.838, -0.041], [-0.645, 5.481, -1.142], [-1.500, 3.647, 0.318], [2.303, 0.467, -6.042], [0.913, 0.891, -7.336], [1.696, 0.738, -4.214], [3.019, -1.321, -6.310], [3.125, 1.170, -6.214], [-5.579, 3.119, -2.596], [-7.461, 3.195, -3.082], [-4.483, 2.432, -4.050], [-4.929, 4.834, -1.948], [-5.491, 2.409, -1.767], [0.164, 3.153, -10.379], [-0.403, 4.871, -11.094], [-1.257, 1.828, -10.467], [1.797, 2.520, -11.226], [0.393, 3.308, -9.320], [-6.207, 8.390, 1.790], [-5.514, 7.843, 3.523], [-4.799, 8.508, 0.452], [-7.670, 7.251, 1.202], [-6.616, 9.398, 1.913], [-11.379, 6.730, 2.102], [-12.768, 7.154, 0.808], [-11.985, 7.000, 3.930], [-10.662, 4.941, 1.834], [-10.557, 7.432, 1.930]],
  "forces_ev_per_angstrom": [[-1.4128, -2.0816, 11.2989], [0.4063, -0.2001, -8.3343], [1.2153, 0.1267, 0.0435], [0.3055, -0.7497, -0.8627], [-0.4370, -1.1761, -0.5194], [-0.0373, 0.6580, -0.7267], [-1.9154, -0.1487, -1.0298], [5.8452, -1.6058, -0.4546], [-4.4544, -1.3675, -2.2364], [-3.5036, 2.8845, 3.3278], [2.3779, 1.7450, 0.6562], [1.3993, 0.5816, -2.8751], [-0.9093, 1.4062, -0.5354], [0.0719, -2.9612, 3.8490], [0.1968, 3.0771, -3.9205], [-0.7428, 1.4111, -1.8534], [2.8825, 6.9586, -1.8930], [-4.2267, -10.0694, 3.5443], [-0.4182, 1.1465, -0.1577], [-1.2804, 0.1276, -1.0888], [1.4450, -0.0890, -0.7420], [-0.1693, 0.1865, -0.0332], [1.5545, 1.9345, 0.9792], [-0.5155, -0.7078, -0.0526], [-1.7370, 1.9184, 0.4066], [1.2981, 0.9874, -2.1770], [-0.9512, -0.2937, 2.5364], [1.9282, -1.0851, 0.1174], [1.8714, -0.3977, 1.7116], [-1.7462, 1.4084, 1.5032], [0.6760, -1.7720, -1.4430], [2.4447, 0.7479, 0.6518], [-0.7737, 0.4774, -1.7234], [-1.5735, -1.9228, -0.1655], [-1.3383, 1.0357, 1.8821], [0.7670, -0.0489, 2.5775], [0.7811, -2.4428, -0.7254], [-1.0595, 1.7321, -0.9288], [1.5971, 1.0879, 1.6802], [-0.8789, -1.9272, -0.9698], [1.9806, -1.0176, 1.6149], [-0.5523, 1.1650, -1.1277], [0.2890, -1.1314, -0.9609], [-0.7310, 0.4004, -0.8103], [0.1334, -0.0156, 0.2272], [0.4888, 0.1167, -0.1371], [-0.3408, 0.3360, 0.0970], [-0.0905, -0.3867, 0.2514], [-0.1582, -0.1070, -0.4567], [0.2156, 0.0611, 0.0256], [0.2390, 0.0570, -0.4107], [-0.1230, 0.4124, 0.2566], [0.1076, -0.4153, 0.2699], [-0.4705, -0.1411, -0.1734], [-0.1336, 0.1931, 0.1556], [0.2361, 0.2293, 0.2697], [-0.3291, 0.1871, -0.2158], [0.0534, -0.5750, 0.1394], [0.2820, -0.0438, -0.4092], [-0.2008, -0.0161, 0.2269], [0.3581, 0.2970, 0.4151], [-0.2965, 0.3279, -0.2367], [-0.0453, -0.5298, 0.1149], [0.2449, 0.0119, -0.3691], [0.2522, 0.1165, 0.0640], [0.2319, -0.1702, 0.2673], [0.0651, -0.0547, -0.4514], [-0.2644, 0.4451, 0.0586], [-0.3726, -0.3305, 0.0965], [0.0489, -0.0781, 0.1853], [0.4944, 0.0105, 0.0996], [-0.4209, 0.1629, 0.1779], [-0.2292, -0.4135, -0.2556], [-0.0034, 0.3469, -0.3766], [0.0931, 0.0664, 0.2022], [0.1319, -0.4658, 0.1354], [0.3622, 0.3160, 0.0017], [-0.4585, 0.1533, 0.1853], [-0.0957, -0.0782, -0.4706], [-0.1157, 0.2646, 0.0604], [-0.1867, 0.1549, -0.4422], [-0.3251, -0.1542, 0.3324], [0.4227, 0.1475, 0.1211], [0.2060, -0.4637, -0.0611], [0.1204, 0.1778, -0.0245], [0.3368, -0.1552, 0.3510], [0.1321, -0.1114, -0.4787], [-0.2038, 0.4262, 0.0571], [-0.3610, -0.3204, 0.0914]],
  "mulliken_charge": [-0.5615, -0.3382, 1.4272, -0.6348, -0.3152, -0.7390, -0.3865, 1.0822, -0.5758, -0.6002, -0.4882, -1.2340, -0.0938, 0.0052, -0.3026, 0.9354, -0.1315, -0.5849, -0.0936, -0.5257, -0.2359, -0.2358, 0.1317, -0.2208, 0.5278, -0.0403, 0.3183, 0.1469, 0.3466, 0.3921, 0.0599, 0.4653, 0.3820, 0.5164, 0.4966, 0.1759, -0.1607, 0.3530, 0.0343, 0.2431, 0.2022, 0.1066, 0.0593, 0.1148, -0.3941, -0.0544, -0.0074, 0.0854, 0.3648, -0.3304, -0.0168, -0.0029, -0.0169, 0.3490, -0.3913, -0.0163, -0.0040, 0.0603, 0.4147, 0.0031, 0.0844, 0.0009, -0.0226, -0.0092, -0.4060, 0.0101, 0.0507, -0.0356, 0.3874, 0.0644, -0.0520, -0.0505, 0.0658, -0.0899, -0.2267, -0.0330, -0.0140, 0.0055, 0.2353, -0.4124, -0.0213, -0.0195, 0.0804, 0.3713, -0.1079, -0.0047, -0.0136, -0.0043, 0.1002]
}

(2)
{
  "formula": "C21H29CoN2O5Si",
  "method": "the ωB97M-V functional and the def2-TZVPD basis",
  "e_tot_ev": -80971.9748,
  "e_lumo_ev": [-0.561, -0.568],
  "charge": 0,
  "largest_force_ev_per_a": 0.7,
  "elements": ["Co", "C", "O", "C", "C", "C", "C", "C", "C", "O", "C", "O", "C", "H", "H", "H", "H", "H", "H", "H", "H", "H", "N", "C", "C", "C", "O", "O", "H", "H", "H", "H", "H", "H", "C", "Si", "C", "C", "N", "C", "C", "C", "C", "C", "C", "H", "H", "H", "H", "H", "H", "H", "H", "H", "H", "H", "H", "H", "H"],
  "xyz": [[-0.375, 0.882, -1.179], [-0.003, 1.443, 5.464], [1.308, 1.237, 4.960], [1.468, 1.176, 3.623], [2.786, 0.923, 3.195], [3.042, 0.868, 1.860], [2.028, 1.022, 0.881], [2.351, 0.957, -0.514], [3.759, 1.033, -1.035], [1.494, 0.869, -1.418], [0.695, 1.259, 1.334], [-0.339, 1.462, 0.562], [0.446, 1.345, 2.717], [0.083, 1.393, 6.545], [-0.682, 0.663, 5.113], [-0.383, 2.424, 5.172], [3.559, 0.784, 3.936], [4.057, 0.682, 1.542], [4.529, 1.027, -0.275], [3.830, 1.965, -1.598], [3.923, 0.217, -1.737], [-0.569, 1.545, 3.023], [-2.337, 0.955, -1.108], [-2.946, 2.212, -0.630], [-2.564, 3.366, -1.539], [-1.047, 3.582, -1.556], [-0.560, 4.610, -1.143], [-0.358, 2.582, -2.050], [-2.656, 0.742, -2.052], [-2.620, 0.162, -0.537], [-2.578, 2.382, 0.381], [-4.030, 2.079, -0.584], [-3.057, 4.271, -1.190], [-2.907, 3.152, -2.555], [1.838, -2.317, -2.576], [0.076, -1.677, -2.556], [-1.104, -3.000, -3.175], [-0.013, -0.259, -3.793], [-0.471, -1.021, -1.040], [-0.753, -1.783, 0.085], [-0.334, -3.124, 0.186], [-0.657, -3.910, 1.278], [-1.402, -3.400, 2.332], [-1.791, -2.071, 2.272], [-1.471, -1.275, 1.184], [2.117, -2.607, -3.593], [2.002, -3.179, -1.926], [2.520, -1.525, -2.262], [-0.816, -3.332, -4.176], [-2.121, -2.606, -3.235], [-1.132, -3.876, -2.530], [0.325, -0.661, -4.752], [0.639, 0.590, -3.570], [-1.021, 0.128, -3.967], [0.275, -3.558, -0.595], [-0.308, -4.935, 1.307], [-1.651, -4.014, 3.186], [-2.352, -1.633, 3.090], [-1.742, -0.229, 1.216]],
  "forces_ev_per_angstrom": [[-0.4446, 0.2213, -0.4232], [0.0254, 0.0134, -0.0073], [-0.0041, -0.0555, -0.0313], [-0.0624, 0.0377, 0.1375], [0.0457, 0.0230, -0.0823], [-0.0518, 0.0084, 0.0564], [-0.0346, -0.0177, 0.0166], [-0.0238, 0.0063, 0.0917], [-0.0122, 0.0319, 0.0448], [-0.0447, -0.0549, 0.1107], [0.0299, 0.0704, -0.0587], [0.2509, -0.2342, -0.1102], [0.0987, -0.0073, -0.0084], [-0.0071, 0.0046, -0.0035], [-0.0066, 0.0034, 0.0131], [-0.0176, -0.0130, -0.0098], [0.0179, 0.0054, -0.0018], [0.0063, -0.0363, 0.0146], [0.0136, -0.0030, -0.0082], [0.0054, 0.0022, -0.0066], [-0.0034, -0.0058, 0.0028], [-0.0153, 0.0022, -0.0129], [0.1988, -0.3736, -0.1950], [-0.0432, -0.0774, 0.0375], [0.0040, 0.0036, 0.0705], [-0.0363, -0.0406, -0.0055], [-0.0595, 0.0980, -0.0567], [0.0246, -0.1467, 0.2862], [-0.0239, 0.0963, 0.0332], [0.0091, 0.0354, 0.0078], [0.0139, -0.0002, -0.0072], [-0.0034, 0.1024, -0.0108], [0.0475, 0.0323, -0.0172], [0.0342, 0.0431, -0.0358], [0.0096, -0.0065, -0.0212], [-0.1560, -0.0402, -0.0300], [0.0703, 0.0538, 0.0338], [0.0224, 0.1314, 0.0244], [0.2453, 0.1798, 0.1696], [0.0277, 0.0369, 0.0808], [-0.0211, -0.0058, -0.0021], [-0.0423, -0.0177, 0.0406], [0.0411, 0.0012, -0.0122], [-0.0074, 0.0257, 0.0186], [-0.0048, -0.0371, -0.0229], [0.0025, -0.0212, -0.0049], [-0.0190, 0.0280, -0.0203], [0.0071, -0.0086, 0.0094], [0.0246, 0.0162, -0.0123], [-0.0116, 0.0255, -0.0003], [-0.0004, -0.0654, 0.0535], [0.0041, -0.0153, -0.0184], [-0.0415, -0.0498, -0.0660], [-0.0468, -0.0386, 0.0195], [-0.0204, 0.0278, -0.0447], [-0.0068, -0.0066, -0.0048], [-0.0064, -0.0103, 0.0017], [0.0077, -0.0077, 0.0141], [-0.0094, 0.0296, -0.0369]],
  "mulliken_charge": [-0.4823, -0.7364, -0.4634, 1.0670, -1.1177, -1.1540, 0.2564, 0.8358, -1.4444, -0.1351, 0.2693, 0.0447, -0.2894, 0.2467, 0.2835, 0.3175, 0.4550, 0.2574, 0.4109, 0.3326, 0.2685, 0.4507, -0.2111, -0.4400, -0.7495, 0.6453, -0.6586, -0.5985, 0.3880, 0.3026, 0.2502, 0.4408, 0.3469, 0.3141, -0.7412, 0.1114, -1.1546, -1.0227, 0.7670, 1.0567, -0.3197, -0.8504, -0.6034, -1.0039, 0.0903, 0.3892, 0.3704, -0.0762, 0.3771, 0.2951, 0.3717, 0.4834, 0.2233, 0.2754, 0.1551, 0.3921, 0.3883, 0.3839, -0.0620]
}

(3)
{
  "formula": "C21H29F9NO3P2Pt",
  "method": "the ωB97M-V functional and the def2-TZVPD basis",
  "e_tot_ev": -76150.0168,
  "e_lumo_ev": [-2.647, -7.639],
  "s_squared": 6.0385,
  "charge": 1,
  "multiplicity": 5,
  "largest_force_ev_per_a": 3.0,
  "elements": ["C", "C", "N", "C", "C", "C", "C", "P", "Pt", "P", "C", "C", "C", "C", "C", "C", "C", "O", "O", "H", "H", "H", "C", "C", "H", "H", "H", "H", "C", "C", "H", "H", "H", "H", "H", "H", "H", "H", "H", "H", "H", "H", "H", "H", "H", "H", "H", "H", "H", "H", "H", "H", "F", "C", "F", "F", "C", "O", "C", "F", "F", "F", "C", "F", "F", "F"],
  "xyz": [[-0.805, 3.875, -1.639], [-1.008, 2.554, -1.132], [0.008, 2.057, -0.317], [0.915, 2.870, 0.259], [0.913, 4.237, -0.008], [0.093, 4.739, -1.017], [-2.056, 1.721, -1.452], [-2.086, 0.057, -0.849], [0.114, -0.003, 0.006], [2.256, 0.490, 0.773], [1.886, 2.199, 1.231], [0.160, -2.090, 0.261], [-0.884, -2.639, 0.991], [-0.970, -4.022, 1.170], [0.023, -4.851, 0.648], [1.102, -4.297, -0.049], [1.165, -2.912, -0.253], [-0.442, 0.750, -5.339], [0.092, -2.075, -3.621], [-1.374, 4.181, -2.511], [1.614, 4.871, 0.554], [0.114, 5.805, -1.261], [-3.369, 0.380, 0.397], [-2.727, -1.311, -1.853], [2.825, 2.751, 1.355], [1.386, 2.089, 2.206], [-1.257, 0.931, -4.803], [-2.760, 2.112, -2.202], [2.876, -0.440, 2.168], [3.556, 0.577, -0.501], [-1.615, -1.962, 1.427], [-1.807, -4.425, 1.739], [-0.050, -5.929, 0.783], [1.890, -4.942, -0.443], [1.970, -2.462, -0.830], [0.748, -0.325, -1.415], [0.759, -2.768, -3.854], [0.422, -1.242, -4.001], [0.276, 1.406, -5.178], [1.529, -0.058, -1.201], [-4.214, 0.790, -0.174], [-3.665, -0.492, 0.986], [-2.973, 1.167, 1.046], [-3.631, -0.992, -2.388], [-1.976, -1.677, -2.567], [-3.008, -2.151, -1.201], [4.436, 1.087, -0.088], [3.839, -0.432, -0.835], [3.197, 1.137, -1.372], [3.930, -0.156, 2.317], [2.262, -0.212, 3.049], [2.812, -1.516, 1.953], [-2.655, 1.428, 3.125], [-2.275, 0.301, 3.792], [-2.813, 0.375, 5.033], [-2.865, -0.753, 3.150], [-0.698, 0.158, 3.811], [-0.223, 0.152, 2.578], [-0.089, 1.387, 4.610], [-0.464, 1.396, 5.913], [1.279, 1.352, 4.564], [-0.460, 2.566, 4.038], [-0.339, -1.207, 4.552], [-0.938, -1.322, 5.764], [-0.696, -2.288, 3.800], [1.005, -1.303, 4.737]],
  "forces_ev_per_angstrom": [[-1.9626, -2.1880, -0.6983], [1.5736, 1.5250, -0.6145], [-1.4182, -1.8498, 0.3843], [1.7228, 0.0600, 0.8741], [-0.0030, 0.8019, -0.8221], [1.9251, 1.6613, 1.6095], [-0.1050, 0.2352, -2.1916], [-0.2357, 0.3431, 1.3556], [-1.0483, -1.5623, 1.4572], [0.0217, 0.6723, 0.5542], [-0.4063, 0.7061, 0.2044], [0.4277, 2.4045, -0.2082], [-0.8442, -1.0402, 0.6157], [-0.1279, 0.4060, 0.1822], [-0.5485, -0.0188, 0.3098], [0.6575, 1.0495, -0.5187], [0.1104, -1.2656, -0.1248], [-0.0537, 0.1344, 0.6776], [1.0218, -0.4427, -0.0709], [-0.2167, 0.0751, 0.3424], [-0.4109, -0.1850, -0.3868], [-0.0305, -0.4927, 0.0896], [-0.0305, -0.2733, -0.0318], [0.0715, -0.0327, -0.6036], [-0.2483, 0.1149, 0.0630], [0.2667, 0.0777, -0.0261], [1.4986, 0.2735, -0.6472], [0.0407, -0.3625, 0.5623], [0.4682, -0.0835, 0.1767], [0.0381, -0.3079, -0.0465], [-0.0105, -0.3646, -0.0651], [0.2434, -0.0493, -0.1618], [0.0693, 0.2615, -0.0388], [-0.2697, 0.1850, 0.1324], [-0.0013, -0.2563, 0.0582], [0.7594, -0.4921, -2.4824], [-0.8959, 0.9914, 0.2018], [-0.2167, -0.4008, -0.1947], [-1.3491, -0.4428, 0.1060], [-0.4717, -0.2572, -0.8386], [0.0469, -0.2051, 0.2705], [-0.0353, 0.1739, -0.1589], [-0.2012, -0.2405, -0.1744], [0.2042, 0.0006, 0.0922], [-0.1688, 0.1861, 0.1517], [0.1874, 0.3998, 0.0413], [-0.1770, -0.1430, -0.0464], [0.0114, 0.2497, 0.1222], [0.0639, 0.0253, 0.2222], [-0.3093, -0.1670, 0.1933], [0.2771, -0.0704, -0.3120], [0.0382, 0.3026, 0.0630], [0.5226, -1.0033, 0.6652], [-1.2870, 0.4843, 0.3470], [0.5356, -0.1140, -1.1885], [0.7719, 0.7958, 0.6415], [-0.4698, -0.4941, 0.8960], [0.3856, -0.0460, -0.8994], [0.1483, 0.7532, 0.6045], [0.4494, 0.0421, -1.3396], [-1.2060, -0.0652, 0.0237], [0.3152, -1.2066, 0.5605], [0.0335, -0.4917, 0.5828], [0.5975, -0.0155, -1.1179], [0.1955, 1.0974, 0.6977], [-0.9408, 0.1412, -0.1230]],
  "mulliken_spin": [0.4069, -0.0993, 0.2730, 0.4449, -0.0163, 0.3178, 0.5276, 0.0269, 0.5374, 0.1260, 0.0472, 0.1742, 0.0668, -0.0370, 0.1503, 0.0413, -0.0043, 0.0016, 0.0076, 0.0158, -0.0024, 0.0432, 0.0305, 0.0421, 0.0170, 0.0342, 0.0007, -0.0120, 0.0217, 0.0144, 0.0025, 0.0002, 0.0021, 0.0020, -0.0034, 0.2561, -0.0007, 0.0006, 0.0006, 0.1216, -0.0018, 0.0088, -0.0095, 0.0005, -0.0114, -0.0019, 0.0033, 0.0040, -0.0192, 0.0065, -0.0040, 0.0012, 0.0022, 0.0182, 0.0060, 0.0031, 0.0143, 0.3767, 0.0224, 0.0059, 0.0013, 0.0018, -0.0084, 0.0002, -0.0001, 0.0005]
}